The following is a quantum chemistry calculation of a structure of composition C3H8BrNaO3S, from OMol25.

The geometry in ORCA input format:
```
! wB97M-V def2-TZVPD RIJCOSX def2/J DEFGRID3
* xyz 0 1
Na 24.82672 24.17433 -20.19478
Br 22.28772 22.98700 -20.54619
O 18.16487 19.82835 -21.71084
S 19.45290 19.60732 -22.25784
O 19.69215 18.48601 -23.10796
O 19.78063 20.92535 -23.04871
C 21.07341 21.03106 -23.70202
C 20.83014 21.56707 -25.08635
C 20.66517 19.57661 -20.97806
H 21.54942 20.05077 -23.74156
H 21.66634 21.71579 -23.09405
H 21.77514 21.67354 -25.62012
H 20.34725 22.54234 -25.03012
H 20.18755 20.89081 -25.64984
H 21.59491 19.23435 -21.43030
H 20.32214 18.87809 -20.22158
H 20.83844 20.57565 -20.58511
*
```

Summary:
E_HOMO: -8.805 eV
E_tot: -3479.3646 Ha
Kohn-Sham gap: 7.124 eV

The following is a quantum chemistry calculation of an isolated molecule of C4H8O2S at a distorted geometry, from OMol25.

The geometry in ORCA input format:
```
! wB97M-V def2-TZVPD RIJCOSX def2/J DEFGRID3
* xyz 0 1
O 1.56939 -1.04338 -0.87202
C 1.02749 -1.16256 0.42899
C -0.19838 -0.28145 0.68489
C -1.04523 0.32031 -0.42452
O -2.44582 0.14660 -0.45919
C -0.30339 1.24253 0.51545
S 1.13420 2.05878 -0.21917
H 0.85764 -1.40070 -1.45682
H 0.77707 -2.21344 0.69792
H 1.84194 -0.98966 1.17024
H -0.77510 -0.62091 1.55301
H -0.55875 0.22492 -1.42385
H -2.85054 0.96475 -0.86593
H -0.78939 1.85834 1.23739
H 1.75886 0.89586 -0.56639
*
```

Summary:
E_HOMO: -8.631 eV
E_tot: -705.8132 Ha
Kohn-Sham gap: 9.330 eV
SMILES string: OC[C@@H]1[C@@H](O)[C@@H]1S

The following is a quantum chemistry calculation of the ion C3H6NO4S with charge -1 at a distorted geometry, from OMol25.

The geometry in ORCA input format:
```
! wB97M-V def2-TZVPD RIJCOSX def2/J DEFGRID3
* xyz -1 1
C 0.06769 2.30448 0.75752
C -0.35469 1.25016 -0.33317
C 0.14657 -0.14672 0.06106
N 0.86612 -0.87857 -0.75194
O -0.82811 -3.07041 1.38237
O 1.14532 -2.11721 -0.30739
O 1.34180 -0.50535 -1.86626
O -1.06535 -3.52234 -0.95840
S -0.19923 -3.51670 0.17660
H -0.28452 3.41712 0.44118
H -0.52763 2.27107 1.61129
H 1.11004 2.29506 0.93220
H 0.26276 1.50644 -1.22470
H -1.45439 1.39941 -0.76907
H -0.22636 -0.68645 0.84870
*
```

Summary:
E_HOMO: -4.404 eV
E_tot: -871.7433 Ha
Kohn-Sham gap: 8.065 eV

The following is a quantum chemistry calculation of a structure of composition C5H5ClN2O at a distorted geometry, from OMol25.

The geometry in ORCA input format:
```
! wB97M-V def2-TZVPD RIJCOSX def2/J DEFGRID3
* xyz 2 1
C 0.86749 1.42466 -0.62042
C -0.32393 -1.51071 0.53450
C 1.72612 -0.23558 -0.08163
C 0.27980 2.24218 0.26199
C -2.21302 -0.11996 -0.26769
N 1.04460 -1.32100 0.31087
N -1.24719 -0.79563 0.12815
O -0.47612 2.91455 0.81042
Cl 3.25194 -0.31287 -0.18393
H 1.27921 1.90686 -1.48277
H -0.58585 -2.41324 0.99365
H -2.73999 -0.32728 -1.16884
H -2.43268 0.77512 0.33429
H 1.56964 -2.22710 0.43141
*
```

Summary:
E_HOMO: -18.144 eV
E_tot: -837.6032 Ha
Kohn-Sham gap: 7.568 eV

The following is a quantum chemistry calculation of a cluster of 2 separate species, C2H6OS2 in total at a distorted geometry, from OMol25.

The geometry in ORCA input format:
```
! wB97M-V def2-TZVPD RIJCOSX def2/J DEFGRID3
* xyz 0 1
C -1.29328 -0.26662 -1.06716
C -1.28138 0.31051 0.15347
O -1.83091 -0.52061 1.17979
H -1.18514 0.39867 -1.91386
H -1.55661 -1.29610 -1.26115
H -1.47231 1.38948 0.27553
H -1.62119 -0.11236 2.00405
S 2.43039 -1.05803 0.14121
S 2.31933 1.00885 0.38991
H 3.48328 -1.09620 1.02106
H 2.00783 1.24241 -0.92285
*
```

Summary:
E_HOMO: -8.641 eV
E_tot: -951.3488 Ha
Kohn-Sham gap: 8.960 eV
SMILES string: C=CO.SS

The following is a quantum chemistry calculation of a structure of composition C43H49CaCl2N11O3SbSeSi3 at a distorted geometry, from OMol25.

The geometry in ORCA input format:
```
! wB97M-V def2-TZVPD RIJCOSX def2/J DEFGRID3
* xyz -1 1
Ca -1.17910 1.34289 0.16113
N -3.76388 5.34872 -0.09564
C -3.26003 4.01675 0.14937
N -2.08690 3.93451 0.91590
C -1.83317 4.86248 1.79994
N -0.88771 4.67578 2.78671
N -0.27822 3.60640 2.47157
C 0.79979 3.40086 3.24071
C 1.61544 2.33272 2.84078
C 2.85974 1.97239 3.45339
C 3.39372 0.68631 3.25448
C 2.57961 -0.15796 2.50398
C 1.39428 0.26998 1.90877
N 0.94502 1.50688 1.99689
C -2.58300 6.08953 1.85796
C -2.32520 7.07879 2.77585
C -2.90330 8.31739 2.64890
C -3.56168 8.66874 1.48045
C -3.82958 7.65974 0.56993
C -3.41037 6.33406 0.76226
H -4.72797 5.42805 -0.50416
H -4.04322 3.50701 0.76318
H 0.99154 4.12418 4.04897
H 3.30366 2.73335 4.06621
H 4.36000 0.42910 3.65252
H 2.90809 -1.18762 2.37827
H 0.86921 -0.53896 1.39100
H -1.65870 6.84720 3.58753
H -2.84025 9.00466 3.48924
H -3.87439 9.67689 1.33622
H -4.40989 7.88205 -0.31572
Cl -3.45251 -3.09597 -1.75225
C -4.03141 -2.06208 -0.48658
C -5.23607 -2.36214 0.06118
C -5.60813 -1.97040 1.35697
Cl -7.04678 -2.64899 1.92729
C -4.80887 -0.99111 2.05087
C -4.99531 -0.53866 3.39074
C -3.99786 0.20507 4.02293
C -2.84664 0.60597 3.31099
N -2.63774 0.25567 2.01486
C -3.50608 -0.60648 1.41999
C -3.13166 -1.05160 0.09483
O -2.08797 -0.66808 -0.53038
H -5.94099 -3.07362 -0.40544
H -5.89972 -0.73540 3.91049
H -4.05601 0.61984 5.02307
H -2.17699 1.33262 3.83446
Se -3.69033 4.14969 -2.95087
C -3.04489 3.42247 -1.17146
N -2.32332 2.47147 -1.53418
O 0.98645 -1.02241 -2.21045
N 0.32790 0.07905 -1.90365
O 0.25415 0.89709 -2.88458
C 0.03637 2.72877 -5.94095
Si 1.53515 1.54051 -6.12752
C 3.05231 2.42654 -5.63483
C 1.57939 0.57950 -7.81225
Sb 1.31606 -0.52674 -4.44952
Si 3.67548 -1.69372 -4.24874
C 3.37965 -3.13464 -3.06202
C 5.17544 -0.64048 -3.83621
C 3.85563 -2.43155 -6.04517
Si -0.69923 -2.05552 -5.06443
C -0.71582 -3.84191 -4.12451
C -2.13296 -0.98841 -4.55122
C -0.66032 -2.47998 -6.84789
H -0.32924 3.17160 -6.84164
H 0.26392 3.50382 -5.17967
H -0.76599 2.18260 -5.43160
H 3.06928 2.75274 -4.58623
H 3.09886 3.29335 -6.24825
H 3.91460 1.83443 -5.77089
H 1.54139 1.30090 -8.64841
H 0.65039 -0.04284 -7.87202
H 2.42737 -0.09069 -7.96777
H 2.62088 -3.85902 -3.55632
H 2.99492 -2.91472 -2.06467
H 4.23694 -3.75517 -3.00461
H 5.96297 -1.30500 -3.49749
H 4.77339 -0.02158 -3.00761
H 5.60190 0.10672 -4.53882
H 2.98214 -2.87117 -6.54013
H 4.64741 -3.21521 -6.00620
H 4.24718 -1.65181 -6.72131
H -0.74285 -3.69461 -3.02980
H 0.07898 -4.52102 -4.34071
H -1.68135 -4.27990 -4.44382
H -2.52825 -1.16854 -3.56272
H -2.93569 -1.14210 -5.26561
H -2.01797 0.12668 -4.55231
H 0.35143 -2.74232 -7.18757
H -0.96143 -1.69953 -7.59907
H -1.25980 -3.36900 -7.06353
N 6.93628 -6.35141 8.49433
C 5.91531 -5.88382 8.15403
C 4.67712 -5.40177 7.59838
C 4.35893 -5.59578 6.27974
C 3.16309 -5.08565 5.74199
C 2.21818 -4.41407 6.55884
C 2.56188 -4.26086 7.87925
C 3.75529 -4.72527 8.38507
N 1.04025 -3.87415 6.07392
C -0.27208 -4.34526 6.13110
C -1.07561 -3.27543 5.82267
N -0.29291 -2.21648 5.40760
C 0.94557 -2.60073 5.59986
H 4.95984 -6.27442 5.72192
H 2.90074 -5.26112 4.68903
H 1.84927 -3.75599 8.54816
H 3.95260 -4.55817 9.42844
H -0.53500 -5.37290 6.48747
H -2.16517 -3.18619 5.88003
H 1.85513 -2.03643 5.42677
*
```

Summary:
E_HOMO (alpha / beta): -3.372 / -4.133 eV
E_tot: -7604.0997 Ha
Kohn-Sham gap (alpha / beta): 4.399 / 5.159 eV

The following is a quantum chemistry calculation of a structure of composition C22H35MnNPS4SbSi, from OMol25.

The geometry in ORCA input format:
```
! wB97M-V def2-TZVPD RIJCOSX def2/J DEFGRID3
* xyz -1 5
Mn -0.83608 0.07629 -0.26327
S 3.61759 -0.80592 1.14382
Sb 1.76421 -2.02683 0.64242
S 0.75124 -0.93804 -1.37069
S -0.19807 -0.87673 1.67476
C -7.42627 -1.48565 0.72140
Si -6.03454 -1.42776 -0.53672
C -5.23465 -3.10392 -0.58050
C -6.78437 -1.00635 -2.19049
C -4.89488 -0.04274 0.01384
C -5.38952 1.00187 0.78055
C -4.55400 2.02053 1.24862
C -3.20871 1.91261 0.99139
N -2.69251 0.92252 0.25432
C -3.51621 -0.00073 -0.31134
S -2.73347 -0.99866 -1.48091
H -8.01517 -2.40114 0.58561
H -8.11169 -0.63419 0.61896
H -7.03443 -1.48464 1.74470
H -5.98989 -3.88055 -0.41272
H -4.46626 -3.18994 0.19531
H -4.74477 -3.28281 -1.53940
H -7.57736 -1.71771 -2.45452
H -6.02237 -1.03357 -2.97674
H -7.21888 -0.00018 -2.17117
H -6.44913 1.03170 1.02837
H -4.93240 2.85298 1.82492
H -2.50651 2.64061 1.37178
C 3.82956 2.79416 -0.05809
C 2.52140 3.11609 -0.78887
C 2.52529 2.32249 -2.10045
C 2.45133 4.60708 -1.12344
P 1.04221 2.47421 0.23439
C -0.32723 3.43640 -0.57400
C -0.85577 2.83633 -1.72582
C -1.92660 3.38543 -2.41750
C -2.51358 4.55736 -1.96462
C -2.00706 5.17514 -0.82862
C -0.92537 4.62548 -0.14824
C 1.21998 3.10532 2.00809
C 1.69253 4.54487 2.25079
C -0.15076 2.91294 2.67690
C 2.19144 2.13612 2.71028
H 4.66301 2.95182 -0.75389
H 3.86215 1.75052 0.27100
H 3.99452 3.44482 0.80216
H 3.45733 2.53615 -2.63916
H 1.69302 2.60643 -2.75108
H 2.47118 1.25022 -1.91924
H 3.33463 4.87730 -1.71826
H 2.44584 5.23557 -0.23121
H 1.56660 4.84832 -1.71491
H -0.41587 1.91987 -2.09600
H -2.31042 2.88242 -3.29755
H -3.36476 4.97950 -2.48546
H -2.45878 6.09038 -0.46315
H -0.56100 5.13315 0.73189
H 1.07162 5.29852 1.76774
H 2.72133 4.69840 1.92437
H 1.66151 4.73747 3.33088
H -0.88052 3.64833 2.33334
H -0.03641 3.04058 3.75896
H -0.53884 1.90742 2.50378
H 3.23458 2.33791 2.46546
H 1.98834 1.09352 2.45237
H 2.06915 2.24584 3.79720
*
```

Summary:
E_HOMO (alpha / beta): -3.919 / -4.109 eV
E_tot: -4529.1328 Ha
Kohn-Sham gap (alpha / beta): 5.610 / 6.549 eV

The following is a quantum chemistry calculation of a structure of composition C17H16LuN2O5 at a distorted geometry, from OMol25.

The geometry in ORCA input format:
```
! wB97M-V def2-TZVPD RIJCOSX def2/J DEFGRID3
* xyz 3 1
Lu -0.52432 0.72081 -2.07888
O 0.79303 3.91577 -2.76990
C 0.32080 2.87985 -2.57244
C 0.12613 -1.33046 -3.03040
O 0.55067 -2.36333 -3.32648
C 1.61257 0.72978 -3.02271
O 2.70906 0.70914 -3.38953
C -2.77333 0.34058 -2.89796
O -3.85644 0.15431 -3.24895
C 0.10805 0.94874 -7.03724
H -0.83423 1.48872 -7.18842
H 1.02929 1.54178 -7.00532
C 0.13802 -0.38406 -6.91104
H 1.08252 -0.92146 -6.76450
H -0.77748 -0.98788 -6.95091
C 0.90845 -1.13351 4.24890
N 1.10426 -0.99498 2.82137
N 0.19836 -0.39425 2.01625
C 0.66827 -0.40077 0.74922
O 0.00375 0.17146 -0.20635
C 1.93183 -1.03814 0.77735
C 2.16022 -1.38799 2.09307
C 3.28105 -2.07755 2.75402
C -1.02710 0.18965 2.47447
C -1.00616 1.16673 3.47150
C -2.16266 1.91361 3.70234
C -3.31033 1.68164 2.93625
C -3.33640 0.64449 1.99377
C -2.19559 -0.11915 1.77405
H 1.34076 -2.08915 4.56013
H -0.15665 -1.12568 4.49454
H 1.42312 -0.33432 4.80149
H 2.56367 -1.19482 -0.07879
H 3.79370 -1.43790 3.48798
H 2.93901 -2.97304 3.29230
H 4.02378 -2.38623 2.01341
H -0.08925 1.36244 4.03328
H -2.15990 2.69017 4.46540
H -4.17993 2.33016 3.05491
H -4.23794 0.43213 1.41870
H -2.18261 -0.93729 1.04513
*
```

Summary:
E_HOMO: -17.477 eV
E_tot: -2377.5513 Ha
Kohn-Sham gap: 4.508 eV

Repeat the second record exactly.
The following is a quantum chemistry calculation of an isolated molecule of C4H8O2S at a distorted geometry, from OMol25.

The geometry in ORCA input format:
```
! wB97M-V def2-TZVPD RIJCOSX def2/J DEFGRID3
* xyz 0 1
O 1.56939 -1.04338 -0.87202
C 1.02749 -1.16256 0.42899
C -0.19838 -0.28145 0.68489
C -1.04523 0.32031 -0.42452
O -2.44582 0.14660 -0.45919
C -0.30339 1.24253 0.51545
S 1.13420 2.05878 -0.21917
H 0.85764 -1.40070 -1.45682
H 0.77707 -2.21344 0.69792
H 1.84194 -0.98966 1.17024
H -0.77510 -0.62091 1.55301
H -0.55875 0.22492 -1.42385
H -2.85054 0.96475 -0.86593
H -0.78939 1.85834 1.23739
H 1.75886 0.89586 -0.56639
*
```

Summary:
E_HOMO: -8.631 eV
E_tot: -705.8132 Ha
Kohn-Sham gap: 9.330 eV
SMILES string: OC[C@@H]1[C@@H](O)[C@@H]1S

Please write out number 5 again, unchanged.
The following is a quantum chemistry calculation of a cluster of 2 separate species, C2H6OS2 in total at a distorted geometry, from OMol25.

The geometry in ORCA input format:
```
! wB97M-V def2-TZVPD RIJCOSX def2/J DEFGRID3
* xyz 0 1
C -1.29328 -0.26662 -1.06716
C -1.28138 0.31051 0.15347
O -1.83091 -0.52061 1.17979
H -1.18514 0.39867 -1.91386
H -1.55661 -1.29610 -1.26115
H -1.47231 1.38948 0.27553
H -1.62119 -0.11236 2.00405
S 2.43039 -1.05803 0.14121
S 2.31933 1.00885 0.38991
H 3.48328 -1.09620 1.02106
H 2.00783 1.24241 -0.92285
*
```

Summary:
E_HOMO: -8.641 eV
E_tot: -951.3488 Ha
Kohn-Sham gap: 8.960 eV
SMILES string: C=CO.SS

Which of these has the highest E_tot? C4H8O2S